P.
9
Properties=species:S:1:pos:R:3 method="wB97M-V/def2-TZVPD" gap_ev=7.325 e_homo_ev=-4.73 total_charge=-1 multiplicity=1
C 3.24 1.72 -0.07
N 3.47 0.56 -0.05
N -1.78 0.17 0.22
O 3.21 2.88 0.05
O 3.28 -1.95 0.62
O 1.40 -0.91 -0.40
O -2.60 0.26 -0.69
S 2.89 -1.11 -0.46
H -0.86 0.50 0.00

Q.
9
Properties=species:S:1:pos:R:3 method="wB97M-V/def2-TZVPD" gap_ev=8.114 e_homo_ev=-4.56 total_charge=-1 multiplicity=1
C -2.48 1.13 -0.01
N -1.43 0.55 -0.03
N -0.31 0.52 -0.80
O -3.51 1.52 0.36
O 1.40 0.09 1.11
O 2.92 0.84 -0.61
O 0.49 1.64 -0.53
S 1.95 1.27 0.38
H 0.22 -0.44 -0.29

Most stable one: P, least stable one: Q.

P.
15
Properties=species:S:1:pos:R:3 method="wB97M-V/def2-TZVPD" gap_ev=9.607 e_homo_ev=-8.96 total_charge=0 multiplicity=1
C 1.45 0.60 -0.39
C 0.42 0.37 0.69
C -0.80 -0.82 -0.21
O -0.14 -1.96 -0.29
O -1.11 -0.09 -1.40
O -1.85 -1.07 0.56
S -0.69 1.75 1.09
H 0.95 1.08 -1.22
H 2.24 1.20 0.05
H 1.88 -0.37 -0.68
H 0.77 -0.13 1.53
H -0.48 -2.53 0.36
H -0.61 -0.37 -2.23
H -2.27 -0.21 0.58
H 0.24 2.56 1.56

Q.
15
Properties=species:S:1:pos:R:3 method="wB97M-V/def2-TZVPD" smiles="O=COCCS.O" gap_ev=10.299 e_homo_ev=-9.97 total_charge=0 multiplicity=1
O -3.90 0.62 1.55
C -2.99 -0.03 1.18
O -2.57 0.01 -0.09
C -1.30 -0.63 -0.41
C -0.13 0.27 -0.22
S 1.45 -0.57 -0.60
H -2.42 -0.73 1.83
H -1.43 -0.97 -1.46
H -1.21 -1.53 0.22
H -0.19 1.12 -0.92
H -0.08 0.68 0.81
H 2.08 0.62 -0.75
O 4.55 0.46 -0.14
H 3.64 0.85 -0.08
H 4.50 -0.15 -0.91

Most stable one: Q, least stable one: P.